(1)
Computed, not measured: 2 unconnected molecules or ions with the total composition C12H15BNO6 in a non-equilibrium geometry, with ωB97M-V/def2-TZVPD.

Summary:
- total energy (eV) = -27136.3503
- gap between HOMO and LUMO (eV) = 8.6
- E_HOMO (eV) = -13.200
- charge = +1

```
35
Properties=species:S:1:pos:R:3:forces:R:3:lowdin_charge:R:1
O -1.655743 -1.380561 -3.133370 0.0 -1.0 1.2 0.2383
B -0.688601 -1.981710 -2.382357 -0.5 0.4 -1.5 -0.7381
O 0.442364 -2.502526 -2.987330 -0.3 1.0 1.1 0.2077
O -0.899949 -1.995873 -0.964291 1.4 -0.4 -0.3 0.1784
C 0.235485 -2.181656 -0.263004 -0.3 -0.4 0.4 -0.2042
N 0.348703 -3.346463 0.361069 0.2 -0.3 0.4 0.1996
C 1.429759 -3.682276 1.139121 0.7 -0.4 0.7 -0.0225
C 2.463355 -2.833416 1.312601 -0.2 0.8 -0.5 0.0320
C 2.410437 -1.546279 0.660198 0.2 -1.1 0.7 -0.1094
C 3.488018 -0.641084 0.812064 -0.6 0.3 -0.5 0.0055
C 3.403330 0.578954 0.180156 0.2 -0.2 0.3 -0.0075
C 2.255842 0.925539 -0.584057 0.1 0.4 -0.3 -0.0172
C 1.209004 0.065346 -0.731642 -0.3 -0.9 -0.1 0.0065
C 1.263710 -1.225420 -0.118920 0.5 0.7 0.0 -0.0567
H -2.455532 -1.365957 -2.582698 -0.2 0.5 -0.5 0.1284
H 1.108913 -1.796194 -2.928790 0.3 -0.6 -0.4 0.1271
H -0.388672 -4.042170 0.289882 -0.1 0.3 -0.2 0.2008
H 1.450318 -4.643611 1.651912 -0.5 0.2 -0.4 0.1467
H 3.315315 -3.100547 1.939438 -0.3 0.0 -0.2 0.1382
H 4.354301 -0.930079 1.408395 -0.3 0.1 -0.2 0.1324
H 4.238597 1.271565 0.299131 -0.4 0.0 -0.2 0.1279
H 2.192196 1.889896 -1.091682 0.2 -0.2 0.3 0.1295
H 0.323378 0.289192 -1.331456 0.5 0.3 0.2 0.1140
C -2.043160 0.802987 -0.240296 -0.1 -0.1 0.0 -0.0533
O -1.854442 1.668232 0.871992 0.1 -0.1 0.0 0.0097
C -2.485495 2.848447 0.756470 0.0 0.2 0.2 -0.6153
O -3.157624 3.191735 -0.177349 0.1 -0.1 -0.1 0.1388
O -2.233005 3.558946 1.850199 0.1 -0.1 0.0 0.0095
C -2.847220 4.852570 1.867005 -0.1 0.4 0.1 -0.0279
H -1.493362 -0.111927 -0.038370 -0.1 0.3 0.3 0.0663
H -3.098183 0.555589 -0.363322 0.0 0.1 -0.1 0.1130
H -1.648859 1.255404 -1.152153 -0.2 0.1 0.0 0.1039
H -3.931541 4.763125 1.828192 0.0 0.0 -0.1 0.1015
H -2.483615 5.461071 1.040484 -0.1 -0.1 -0.1 0.1003
H -2.568023 5.329151 2.802776 0.1 -0.2 0.0 0.0963
```
Positions in Å, forces in eV/Å.

---

(2)
Computed, not measured: a molecular structure, C12H15BrN2O5Y in a non-equilibrium geometry, with ωB97M-V/def2-TZVPD.

Summary:
- total energy (eV) = -96989.0148
- gap between HOMO and LUMO (eV) = 9.7
- E_HOMO (eV) = -12.864
- charge = +1
- energy relative to the best compared isomer or geometry (same formula, charge and spin) (kJ/mol) = 40.8

```
36
Properties=species:S:1:pos:R:3:forces:R:3:lowdin_charge:R:1
Y -0.503620 -0.692272 -0.912599 0.3 -1.6 -1.1 1.4114
O -2.360608 -1.293858 -2.296129 0.0 0.5 0.6 -0.1338
C -3.403635 -0.271697 -2.168257 0.2 -0.2 -0.2 -0.1531
C -3.586081 0.045021 -0.706216 0.0 0.2 0.3 -0.1421
N -2.359857 0.562109 -0.061929 0.3 0.2 0.4 -0.2232
C -1.986226 1.975080 -0.420929 -0.4 0.0 0.2 -0.0557
C -0.520662 1.926863 -0.841025 0.1 -0.5 -0.3 -0.6181
O 0.373077 2.332961 -0.131387 0.0 0.2 0.1 0.0949
O -0.340312 1.128113 -1.885902 -0.1 1.6 0.1 -0.1876
C -2.320050 0.274482 1.409279 -0.3 0.5 -0.2 -0.0597
C -1.766443 -1.102848 1.777326 0.4 -0.4 -1.1 -0.5813
O -1.857108 -1.519333 2.891543 0.0 -0.1 0.1 0.1316
O -1.156432 -1.695079 0.737474 -0.7 0.0 1.8 -0.2081
H -2.470118 -1.798697 -3.096868 -0.1 -0.2 -0.5 0.1160
H -4.333087 -0.669682 -2.568551 0.0 0.0 0.0 0.1394
H -3.099066 0.598962 -2.746844 0.0 0.0 0.0 0.1254
H -3.875753 -0.863876 -0.179106 0.0 0.0 0.0 0.1436
H -4.400594 0.769016 -0.604285 -0.1 0.0 0.0 0.1477
H -2.109333 2.648355 0.423322 -0.1 0.0 0.0 0.1357
H -2.592353 2.316851 -1.258061 -0.1 0.0 0.0 0.1331
H -3.301491 0.355093 1.879180 -0.1 0.2 -0.1 0.1434
H -1.675358 1.013902 1.886436 0.0 0.0 0.0 0.1406
C 4.387568 0.710304 2.241553 0.0 -0.2 -0.1 -0.0192
C 3.716661 -0.066816 1.135620 0.2 0.2 0.3 -0.2125
C 4.431811 -0.893624 0.276868 0.3 -0.1 -0.1 0.0224
C 3.804927 -1.592803 -0.744885 0.0 0.3 0.3 -0.0609
C 2.445745 -1.406222 -0.827871 0.6 -0.4 -0.3 -0.6876
Br 1.501152 -2.338319 -2.205615 0.0 -0.3 -0.4 0.8813
N 1.723167 -0.647329 -0.044056 0.2 0.3 0.3 -0.0539
C 2.354305 0.030467 0.930088 -0.3 -0.1 -0.1 -0.0323
H 5.446599 0.463447 2.295015 0.0 0.0 0.0 0.0846
H 3.945097 0.478736 3.210524 -0.1 0.0 0.0 0.0943
H 4.303166 1.785105 2.082229 -0.1 0.0 -0.1 0.0959
H 5.503773 -0.997509 0.401193 0.0 0.0 0.0 0.1338
H 4.346114 -2.236062 -1.421165 0.0 0.0 0.0 0.1187
H 1.735024 0.671156 1.544032 0.0 0.0 0.0 0.1354
```
Positions in Å, forces in eV/Å.

---

(3)
Computed, not measured: a single C12H15Cl6N2O3P molecule in a non-equilibrium geometry, with ωB97M-V/def2-TZVPD.

Summary:
- total energy (eV) = -106233.6577
- gap between HOMO and LUMO (eV) = 9.4
- E_HOMO (eV) = -9.513
- charge = 0
- energy relative to the best compared isomer or geometry (same formula, charge and spin) (kJ/mol) = 67.2

```
39
Properties=species:S:1:pos:R:3:forces:R:3:lowdin_charge:R:1
C -0.837801 2.083165 3.201342 1.3 2.1 2.0 -0.1096
C -0.022601 0.766207 3.388175 0.6 2.7 -2.6 -0.2000
C -0.341271 -0.024912 2.123753 -2.5 0.8 1.0 -0.2624
O 0.695491 0.080091 1.171837 1.2 0.4 -2.8 -0.1779
P 0.471033 -0.527740 -0.339716 -2.3 -2.7 0.2 0.5323
O -0.647172 -1.512396 -0.247129 1.4 0.2 0.0 -0.2908
N -0.114287 0.588349 -1.509951 1.9 -2.0 -0.6 -0.0273
C -0.504730 1.690750 -0.875251 -0.5 5.1 1.0 -0.3872
C -1.856229 1.857841 -0.512977 0.5 1.6 0.7 -0.6258
Cl -2.937732 0.583369 -0.801737 -0.5 -0.3 -0.2 0.7846
C -2.302468 3.059675 0.120729 3.3 0.3 -0.5 -0.7508
Cl -3.949628 3.277280 0.354876 -0.7 0.4 0.6 0.7533
N -1.412398 4.041384 0.482450 -1.5 -2.2 -2.0 0.0549
C -0.148587 3.919845 0.024392 -0.2 1.3 2.1 -0.4516
C 0.717279 5.145646 0.501616 0.3 -0.9 0.6 -1.5003
Cl 1.251936 6.022522 -0.904471 0.1 0.5 -0.4 0.6206
Cl 2.178021 4.524006 1.393700 -0.5 0.4 0.1 0.5208
Cl -0.117517 6.240272 1.652267 0.2 -0.5 -0.7 0.5801
C 0.408616 2.836463 -0.623063 -1.4 -1.8 -0.4 -0.5189
Cl 2.091489 2.768894 -1.092392 -1.1 -0.5 -0.2 0.6927
O 1.841897 -1.097006 -0.960785 -0.5 1.6 3.1 -0.2015
C 2.472552 -2.053701 0.012855 0.4 -2.0 -3.4 -0.1521
C 2.996979 -3.047434 -1.097227 1.0 -1.2 1.7 -0.1955
C 3.527751 -4.465785 -0.641110 -1.6 1.3 0.7 -0.0847
H -0.496300 2.601591 2.248660 -1.0 -1.0 0.9 0.0596
H -0.503860 2.890032 3.983385 -0.7 -1.5 -1.1 0.0984
H -1.947557 1.963983 3.356645 1.1 0.1 -0.7 0.0903
H -0.151615 0.249717 4.288796 -0.7 -0.8 1.2 0.0845
H 1.046860 1.035812 3.361968 -0.3 -0.1 0.0 0.1163
H -1.375689 0.386308 1.773603 2.0 -1.0 0.0 0.1311
H -0.492479 -1.012452 2.458357 -0.1 -1.6 -0.5 0.1023
H -0.857459 0.146423 -2.087426 0.7 0.1 0.9 0.1172
H 3.208731 -1.686443 0.713343 0.2 0.8 -0.4 0.1226
H 1.745029 -2.585591 0.559944 -1.3 -0.2 0.7 0.0920
H 2.198018 -3.208872 -1.794945 -0.3 0.3 -0.4 0.1001
H 3.845294 -2.560697 -1.532295 0.2 0.5 -0.8 0.0943
H 3.964882 -4.288990 0.330868 0.3 -0.5 0.5 0.0570
H 4.292370 -4.848036 -1.283398 0.3 -0.1 -0.5 0.0528
H 2.701056 -5.201664 -0.561786 0.5 0.4 0.1 0.0787
```
Positions in Å, forces in eV/Å.

---

(4)
Computed, not measured: a single C12H15ClN2O3 molecule in a non-equilibrium geometry, with ωB97M-V/def2-TZVPD.

Summary:
- total energy (eV) = -34329.8406
- gap between HOMO and LUMO (eV) = 8.3
- E_HOMO (eV) = -8.903
- charge = 0

```
33
Properties=species:S:1:pos:R:3:forces:R:3:lowdin_charge:R:1
O -1.334509 -3.334418 0.305353 0.3 -0.2 0.0 0.0813
N -2.467451 -2.915549 0.197834 0.1 -0.5 0.0 -0.3634
O -3.457709 -3.611594 0.131928 -0.2 -0.2 0.0 0.0842
C -2.648135 -1.487668 0.135357 -0.2 1.4 -0.1 -0.1382
C -3.912823 -0.964280 -0.109981 0.2 -0.3 0.1 0.0092
C -4.064928 0.405102 -0.175196 0.1 0.1 0.0 -0.0835
C -2.961605 1.233877 -0.003738 0.1 -0.5 0.0 -0.5967
Cl -3.194625 2.938836 -0.083852 -0.1 0.3 0.0 0.7325
C -1.686949 0.717185 0.235908 -0.3 0.1 -0.1 -0.2046
C -0.488580 1.608555 0.422663 0.2 0.0 0.0 -0.1748
N 0.742413 0.866893 0.272341 -0.1 0.1 0.0 -0.2047
C 1.871956 1.499706 0.933853 0.1 0.1 0.1 -0.1800
C 3.180357 0.806604 0.542360 0.0 -0.4 0.0 -0.1184
C 2.898147 -0.639064 0.142082 -0.3 0.3 0.0 -0.4009
O 4.133123 -1.290340 -0.063214 0.3 -0.1 0.0 -0.0288
C 2.028424 -0.644419 -1.126953 0.0 0.1 0.2 -0.1100
C 1.058429 0.543463 -1.107671 0.0 -0.2 -0.1 -0.1785
C -1.549687 -0.659329 0.313312 -0.2 -0.3 0.0 0.0582
H -4.749818 -1.631244 -0.245505 0.0 0.0 0.0 0.1215
H -5.033915 0.840226 -0.360698 -0.1 0.0 0.0 0.1080
H -0.554619 2.464117 -0.273069 0.0 -0.1 0.1 0.1117
H -0.523487 2.016278 1.438957 0.0 0.1 -0.1 0.1380
H 1.939220 2.573596 0.686261 0.0 0.0 0.0 0.1231
H 1.706457 1.410847 2.011954 0.0 0.1 0.0 0.1234
H 3.885004 0.821772 1.372485 0.0 0.0 0.0 0.1201
H 3.654408 1.306332 -0.302948 0.0 0.0 0.0 0.1211
H 2.350332 -1.127908 0.962312 0.1 0.1 -0.1 0.1496
H 3.961764 -2.201515 -0.323855 0.0 0.0 0.0 0.0952
H 1.476054 -1.583794 -1.188073 0.0 0.0 0.0 0.1118
H 2.682449 -0.574859 -1.997992 0.0 0.0 0.0 0.1201
H 1.500451 1.411614 -1.624888 -0.1 0.0 0.0 0.1281
H 0.136950 0.281984 -1.631325 0.0 0.1 0.0 0.1215
H -0.577100 -1.081006 0.514005 0.0 0.0 0.0 0.1236
```
Positions in Å, forces in eV/Å.

---

(5)
Computed, not measured: a molecular structure, C12H15ClOS in a non-equilibrium geometry, with ωB97M-V/def2-TZVPD.

Summary:
- total energy (eV) = -38085.7208
- gap between HOMO and LUMO (eV) = 8.0
- E_HOMO (eV) = -8.219
- charge = 0

```
30
Properties=species:S:1:pos:R:3:forces:R:3:lowdin_charge:R:1
C -0.323296 2.129771 1.293104 -4.1 -0.5 -0.7 -0.4158
C 1.443735 -3.655503 -3.380301 1.6 -1.2 -0.9 0.0003
C 0.422418 -2.907879 -3.048851 -1.4 0.2 -1.4 -0.2217
C -0.630644 0.453279 -1.873285 0.7 4.5 2.4 -0.2778
C -0.590397 -0.724734 -2.533867 1.1 -3.4 -1.9 -0.1747
C -1.690181 1.057522 -1.366842 -0.1 2.0 1.7 0.0136
C 0.505940 -1.499138 -2.785089 -1.2 2.0 1.1 -0.6091
C 1.076759 1.890088 1.187729 3.3 1.6 -1.7 -0.1785
C 0.984872 1.016423 2.434535 -0.7 -0.4 -0.5 -0.2981
C -0.545123 1.331164 2.339865 1.5 0.5 0.3 -0.2483
C 1.378092 -0.412229 2.199369 -0.7 -1.5 -0.7 -0.0743
C -1.734239 0.833463 3.020864 0.1 -1.3 -0.7 -0.0288
O -2.815527 3.124650 0.845518 0.0 -0.5 0.2 -0.5602
S -1.525363 2.924880 0.167377 1.1 -1.5 -1.7 0.9681
Cl 2.023773 -0.654548 -2.586722 0.3 -0.7 0.0 0.7015
H 1.415746 -4.706032 -3.767421 -0.2 1.2 0.7 0.0821
H 2.398449 -3.125757 -3.419761 0.0 -0.6 0.2 0.0362
H -0.613095 -3.218278 -3.228285 0.3 -0.2 0.5 0.1176
H 0.285958 0.950068 -1.607868 0.6 -0.1 0.0 0.0544
H -1.566059 -1.022729 -2.784627 -1.1 -1.4 -0.3 0.1111
H -2.729117 0.864684 -1.534311 -0.6 -0.2 0.1 0.0466
H 1.425843 1.433848 0.212758 -0.1 0.3 1.2 0.1246
H 1.615362 2.838141 1.404796 0.3 -0.6 -0.5 0.1258
H 1.542481 1.441166 3.241006 0.1 0.4 0.8 0.1287
H 2.488372 -0.589686 2.013134 -1.5 0.3 0.2 0.1036
H 0.744209 -0.754353 1.323350 1.1 0.2 0.5 0.0975
H 0.992512 -1.064054 3.012665 0.7 0.3 -0.2 0.0793
H -2.564179 1.228809 2.430603 -0.3 0.3 0.8 0.0623
H -1.701228 1.088565 4.122399 -0.5 -0.8 -1.3 0.1112
H -1.716075 -0.271600 2.668159 -0.2 1.2 1.6 0.1229
```
Positions in Å, forces in eV/Å.

---

(6)
Computed, not measured: 3 unconnected molecules or ions with the total composition C12H15F9O6 in a non-equilibrium geometry, with ωB97M-V/def2-TZVPD.

Summary:
- total energy (eV) = -49424.8571
- gap between HOMO and LUMO (eV) = 10.8
- E_HOMO (eV) = -10.494
- charge = 0
- energy relative to the best compared isomer or geometry (same formula, charge and spin) (kJ/mol) = 567.7

```
42
Properties=species:S:1:pos:R:3:forces:R:3:lowdin_charge:R:1
C 1.769221 -2.611625 -6.106636 -0.5 0.2 -0.3 -0.0540
C 0.374101 -2.664225 -5.436796 1.3 -0.4 -0.6 -0.1728
O 0.449621 -1.999705 -4.163056 -0.5 1.1 1.0 0.0301
C 0.374321 -0.670075 -4.036816 -0.6 1.2 -3.8 -0.3200
O 0.158331 0.156435 -4.934346 0.6 -2.3 2.2 0.1421
C 0.529981 -0.152045 -2.609956 1.1 -0.7 -1.8 -0.5620
F -0.607539 0.486145 -2.320266 -0.5 2.5 -6.4 0.1898
F 0.716541 -1.113065 -1.758816 0.5 -2.2 -1.5 0.1325
F 1.553961 0.669435 -2.467726 0.1 0.7 -0.3 0.2243
H 1.890981 -3.531375 -6.678776 0.0 0.3 -0.4 0.0760
H 2.671821 -2.529395 -5.501116 -0.5 -0.3 0.8 0.0808
H 1.805461 -1.701295 -6.705046 0.0 -0.3 -0.5 0.0754
H 0.052241 -3.688585 -5.249216 0.3 0.1 0.6 0.1204
H -0.378509 -2.308625 -6.140516 0.0 0.8 0.4 0.1254
C -0.710389 -0.209655 -0.149546 0.0 0.7 1.4 -0.0754
C 0.593681 -0.481115 0.556534 0.6 1.7 -1.7 -0.2210
O 0.479921 -1.291365 1.645534 0.7 -2.4 3.2 0.0261
C 1.542211 -1.425085 2.474414 1.5 4.5 0.3 -0.2767
O 2.606601 -0.745195 2.444994 -3.8 -3.3 -0.4 0.1159
C 1.055721 -2.070435 3.801464 0.9 -0.5 1.0 -0.4917
F 1.825901 -3.144115 4.103964 -0.4 0.5 -0.2 0.1383
F 1.211101 -1.180485 4.841764 -0.5 -0.9 -1.5 0.1332
F -0.212339 -2.480465 3.750254 0.4 0.3 0.2 0.1668
H -0.537579 0.178035 -1.153506 -0.4 -1.5 5.6 -0.0458
H -1.211259 0.672695 0.248814 0.6 -1.0 -0.3 0.0217
H -1.390259 -1.059905 -0.203816 0.0 -0.1 0.1 0.1220
H 0.976331 0.486805 0.880294 0.5 0.1 0.0 0.1431
H 1.307221 -0.958955 -0.114756 0.2 0.5 0.9 0.1292
C -2.411769 0.756625 1.780694 1.4 0.8 1.1 -0.0556
C -1.723839 2.190555 1.804204 -1.7 -1.5 -1.6 -0.2142
O -1.121249 2.420265 3.033474 1.3 2.5 1.8 0.0074
C -0.875399 3.754635 3.398204 -3.5 0.2 -2.2 -0.2714
O -1.358889 4.743085 2.832314 2.0 -3.0 1.5 0.1406
C -0.242669 3.788965 4.794034 -0.3 0.3 -1.2 -0.5584
F -1.183299 3.479615 5.693894 0.4 0.3 0.1 0.1791
F 0.732021 2.890945 4.873244 0.3 0.4 0.4 0.1834
F 0.193211 5.048655 4.959454 0.2 -0.9 0.7 0.1651
H -2.998289 0.567755 2.679824 -0.6 0.4 -0.4 0.0895
H -1.629629 -0.002525 1.786614 -0.2 0.2 0.8 0.0403
H -2.840029 0.565155 0.796804 -1.0 0.4 0.6 0.0802
H -2.475949 2.927915 1.523614 0.1 0.3 0.5 0.1244
H -0.961619 2.235605 1.026324 0.1 0.1 0.0 0.1160
```
Positions in Å, forces in eV/Å.